[1]
Formula: C6H7N
Source: the Open Molecules 2025 dataset
Level of theory: ωB97M-V with the def2-TZVPD basis set

Structure (ORCA input):
```
! wB97M-V def2-TZVPD RIJCOSX def2/J DEFGRID3
* xyz 0 1
N -0.09 -2.46 2.01
C 0.18 -1.42 1.58
C 0.52 -0.10 1.04
C -0.61 0.92 1.13
C -0.78 1.50 -0.07
C 0.15 0.89 -1.04
C 0.88 -0.06 -0.43
H 1.39 0.28 1.60
H -0.82 -1.64 -1.96
H -1.00 1.24 2.08
H -1.46 2.31 -0.31
H 0.19 1.18 -2.08
H -0.24 -1.98 -2.73
H 1.70 -0.64 -0.82
*
```

Computed properties:
Gap between HOMO and LUMO: 9.9 eV
HOMO energy: -9.31 eV
Energy relative to the best compared isomer or geometry (same formula, charge and spin): 318.30 kJ/mol

These are the natural (NBO) partial charges, in e, on atoms 1 to 2: N -0.316; C 0.300

[2]
Formula: C6H7N
Source: the Open Molecules 2025 dataset
Level of theory: ωB97M-V with the def2-TZVPD basis set

Structure (ORCA input):
```
! wB97M-V def2-TZVPD RIJCOSX def2/J DEFGRID3
* xyz 0 1
N 1.55 1.87 -0.98
C 1.66 0.81 -0.50
C 1.28 -0.37 0.21
C -0.63 -1.19 -1.00
C -1.26 0.07 -0.69
C -0.85 0.77 0.38
C 0.25 0.16 1.23
H 2.02 -1.11 0.56
H -0.90 -1.64 -1.98
H -0.43 -1.91 -0.23
H -1.94 0.52 -1.40
H -1.25 1.75 0.61
H 0.66 0.92 1.92
H -0.16 -0.64 1.86
*
```

Computed properties:
Gap between HOMO and LUMO (spin up / spin down): 7.9 / 7.5 eV
HOMO energy (spin up / spin down): -8.60 / -8.31 eV
Energy relative to the best compared isomer or geometry (same formula, charge and spin): 417.65 kJ/mol

These are the natural (NBO) partial charges, in e, on atoms 1 to 2: N -0.322; C 0.217

energy relative to the best compared isomer or geometry (same formula, charge and spin) of number 2 (C6H7N)? 417.65 kJ/mol